Record 1
A molecular structure, C29H24N4O9PtS. Source: OMol25; level of theory: ωB97M-V/def2-TZVPD.

Structure (ORCA input):
```
! RIJCOSX wB97M-V def2-TZVPD def2/J DEFGRID3
* xyz -2 5
Pt 0.182 0.831 -0.241
C 4.311 2.489 -4.214
C 3.980 1.872 -2.879
C 4.440 2.507 -1.690
C 4.122 1.975 -0.430
C 3.372 0.847 -0.327
C 2.874 0.072 -1.501
C 3.258 0.730 -2.797
S 2.933 0.203 1.247
O 3.699 0.875 2.275
O 3.087 -1.230 1.144
N 1.413 0.693 1.320
C 0.843 1.111 2.598
C -0.457 1.885 2.379
O -0.988 2.418 3.345
O -0.912 1.926 1.168
H 4.205 3.575 -4.181
H 3.652 2.106 -4.993
H 5.342 2.268 -4.503
H 5.016 3.422 -1.760
H 4.453 2.462 0.479
H 3.389 -0.902 -1.441
H 2.886 0.253 -3.699
H 1.536 1.756 3.139
H 0.607 0.252 3.227
O 0.044 -1.867 1.848
C 0.123 -2.656 0.939
C -0.892 -2.854 -0.107
C -1.004 -4.134 -0.610
C -2.089 -4.505 -1.392
C -3.108 -3.574 -1.662
C -2.988 -2.290 -1.226
C -1.826 -1.833 -0.509
O -1.667 -0.595 -0.324
N -2.186 -5.841 -1.893
O -3.179 -6.154 -2.546
O -1.284 -6.636 -1.647
H 0.959 -3.386 0.904
H -0.255 -4.875 -0.360
H -3.962 -3.890 -2.246
H -3.731 -1.541 -1.470
N -2.352 4.289 -5.919
C -3.066 3.771 -4.809
O -4.294 3.942 -4.773
C -2.306 3.069 -3.823
C -0.903 2.806 -3.914
C -0.250 2.165 -2.907
N -0.865 1.730 -1.773
C -2.208 1.973 -1.657
C -2.928 2.601 -2.624
H -2.911 4.991 -6.382
H -1.423 4.620 -5.705
H -0.330 3.078 -4.792
H 0.810 1.951 -2.978
H -2.658 1.634 -0.736
H -3.985 2.773 -2.481
C 1.372 -0.205 -1.491
C 0.924 -1.249 -2.382
C -0.357 -1.237 -2.974
C -0.772 -2.239 -3.830
C 0.059 -3.312 -4.134
C 1.328 -3.350 -3.570
C 1.758 -2.339 -2.729
H -1.032 -0.428 -2.742
H -1.768 -2.187 -4.252
H -0.283 -4.110 -4.781
H 1.989 -4.185 -3.774
H 2.742 -2.429 -2.287
*
```

Summary:
Frontier orbital gap (spin up / spin down) in eV: 4.78 / 6.81

Record 2
A molecular structure, C29H25BCl2F3N2O4 at a distorted geometry. Source: OMol25; level of theory: ωB97M-V/def2-TZVPD.

Structure (ORCA input):
```
! RIJCOSX wB97M-V def2-TZVPD def2/J DEFGRID3
* xyz -1 1
N -0.636 0.860 4.035
C 0.403 1.379 3.832
C 1.631 2.038 3.602
C 1.685 3.406 3.589
C 0.483 4.165 3.625
N -0.499 4.808 3.612
C 2.931 4.145 3.847
O 2.911 5.355 4.056
C 4.180 3.343 3.967
Cl 5.609 4.182 4.356
C 4.145 1.982 3.912
Cl 5.547 1.024 3.995
C 2.853 1.246 3.878
O 2.787 0.033 4.100
C -3.047 0.278 -3.335
C -1.857 -0.605 -3.047
C -2.122 -2.087 -3.443
C -0.421 -0.026 -3.511
C 0.097 -0.592 -4.821
C -0.304 1.504 -3.498
O 0.473 -0.555 -2.487
B -0.395 -1.143 -1.583
C -0.023 -2.377 -0.745
C -0.954 -2.898 0.172
C -0.726 -4.117 0.807
C 0.465 -4.789 0.567
C 0.691 -6.127 1.207
F 1.539 -6.911 0.484
F 1.249 -6.001 2.451
F -0.468 -6.826 1.372
C 1.452 -4.248 -0.248
C 1.223 -3.024 -0.877
C 0.922 1.368 0.993
C 1.272 -0.045 1.334
C -0.398 1.867 0.812
C -0.661 3.090 0.087
C -1.905 3.730 0.092
C -2.990 3.129 0.766
C -2.853 1.811 1.254
C -1.591 1.206 1.263
O -1.700 -0.645 -1.609
H -3.203 0.396 -4.414
H -3.957 -0.166 -2.912
H -2.921 1.271 -2.888
H -2.376 -2.248 -4.496
H -1.277 -2.753 -3.200
H -2.961 -2.453 -2.833
H -0.567 -0.373 -5.666
H 1.086 -0.167 -5.036
H 0.218 -1.678 -4.725
H -0.908 1.974 -4.284
H -0.588 1.940 -2.532
H 0.737 1.811 -3.676
H -1.847 -2.315 0.395
H -1.453 -4.541 1.499
H 2.395 -4.782 -0.361
H 2.015 -2.547 -1.456
H 1.671 1.904 0.394
H 1.404 -0.595 0.419
H 2.145 -0.261 1.951
H 0.528 -0.617 1.890
H 0.123 3.501 -0.549
H -2.067 4.699 -0.423
H -3.965 3.633 0.829
H -3.737 1.267 1.648
H -1.494 0.165 1.562
*
```

Summary:
Frontier orbital gap in eV: 4.20

Record 3
A molecular structure, C29H25BeN5O3 at a distorted geometry. Source: OMol25; level of theory: ωB97M-V/def2-TZVPD.

Structure (ORCA input):
```
! RIJCOSX wB97M-V def2-TZVPD def2/J DEFGRID3
* xyz 0 1
Be -1.147 0.895 -0.899
C 1.746 -0.212 -4.516
O 1.040 -0.443 -3.292
C 1.780 -0.724 -2.195
C 3.146 -0.580 -2.095
C 3.813 -0.788 -0.851
C 3.049 -1.119 0.274
C 1.664 -1.128 0.226
C 1.033 -0.895 -0.984
N -0.433 -0.757 -0.979
N -1.097 -1.775 -0.695
C -2.399 -1.664 -0.449
C -3.187 -0.478 -0.783
O -2.635 0.565 -1.287
C -4.615 -0.582 -0.639
C -5.259 -1.693 -0.218
C -4.484 -2.897 0.151
C -5.122 -4.061 0.528
C -4.395 -5.178 0.903
C -2.974 -5.147 0.752
C -2.352 -4.072 0.228
C -3.099 -2.888 -0.061
H 2.391 -1.068 -4.743
H 0.992 -0.112 -5.293
H 2.372 0.756 -4.521
H 3.662 -0.323 -3.009
H 4.872 -0.711 -0.812
H 3.523 -1.220 1.261
H 1.129 -1.249 1.144
H -5.205 0.289 -0.853
H -6.339 -1.739 -0.060
H -6.194 -4.043 0.551
H -4.862 -6.038 1.407
H -2.373 -5.998 0.963
H -1.242 -3.946 0.135
N -0.774 1.150 1.003
C -0.288 1.400 2.011
N 0.282 1.721 3.163
C 0.020 0.671 4.171
C 1.317 0.354 4.855
O 1.837 1.568 5.414
C 2.238 2.473 4.393
C 1.121 2.928 3.508
H -0.462 -0.114 3.621
H -0.689 1.069 4.908
H 1.985 -0.010 4.092
H 1.227 -0.341 5.646
H 2.979 1.930 3.789
H 2.600 3.299 4.893
H 1.479 3.282 2.530
H 0.431 3.660 3.948
N 4.051 4.527 -4.217
C 3.162 4.116 -3.637
C 2.056 3.541 -2.968
C 2.145 3.214 -1.636
C 1.152 2.436 -0.992
C 0.001 2.032 -1.648
C -0.031 2.347 -2.990
C 0.975 3.010 -3.679
H 3.151 3.448 -1.178
H 1.174 2.271 0.068
H -0.872 1.974 -3.580
H 0.931 3.069 -4.774
*
```

Summary:
Frontier orbital gap in eV: 7.42

Record 4
A molecular structure, C29H25BrF5IO2Y. Source: OMol25; level of theory: ωB97M-V/def2-TZVPD.

Structure (ORCA input):
```
! RIJCOSX wB97M-V def2-TZVPD def2/J DEFGRID3
* xyz -1 1
Y 0.753 0.298 0.116
C 1.516 1.217 2.736
C 1.441 2.542 2.280
C 2.304 2.690 1.171
C 2.961 1.460 0.963
C 2.467 0.531 1.924
C 3.080 -0.810 2.204
C 4.001 1.137 -0.073
C 2.528 3.979 0.447
C 0.658 3.654 2.899
C 0.793 0.626 3.907
H 3.975 -0.730 2.833
H 3.374 -1.336 1.294
H 2.386 -1.476 2.723
H 4.984 0.959 0.375
H 4.109 1.934 -0.808
H 3.767 0.230 -0.645
H 2.981 4.728 1.106
H 1.605 4.421 0.066
H 3.190 3.861 -0.410
H 1.297 4.324 3.487
H -0.116 3.282 3.571
H 0.164 4.296 2.164
H 1.344 0.773 4.843
H 0.641 -0.448 3.788
H -0.197 1.066 4.042
I -1.591 2.451 0.715
C -3.035 1.002 0.461
C -4.300 1.363 0.104
C -5.308 0.377 0.005
C -5.014 -0.918 0.301
C -3.703 -1.299 0.685
C -3.417 -2.640 1.039
C -2.150 -2.993 1.392
C -1.096 -2.047 1.341
C -1.292 -0.716 1.017
C -2.653 -0.348 0.743
H -4.542 2.398 -0.099
H -6.309 0.663 -0.294
H -5.779 -1.685 0.248
H -4.217 -3.371 1.023
H -1.937 -4.021 1.663
H -0.096 -2.424 1.547
Br -2.907 -3.783 -5.604
C -1.648 -3.472 -4.214
C -1.776 -2.347 -3.422
C -0.846 -2.127 -2.416
C 0.187 -3.024 -2.191
C 0.284 -4.157 -2.994
C -0.622 -4.383 -4.015
C 1.183 -2.842 -1.072
O 1.765 -3.808 -0.609
O 1.347 -1.627 -0.652
H -2.583 -1.645 -3.581
H -0.962 -1.245 -1.802
H 1.079 -4.864 -2.802
H -0.540 -5.257 -4.647
F 1.422 0.522 -3.016
C 0.859 1.413 -2.104
F -0.548 1.213 -2.229
C 1.115 2.770 -2.731
F 2.432 3.042 -2.738
F 0.499 3.752 -2.047
F 0.692 2.871 -4.010
*
```

Summary:
Frontier orbital gap in eV: 7.27